{
  "formula": "C8H17CuNNbO7",
  "method": "ωB97M-V/def2-TZVPD",
  "elements": ["C", "O", "C", "C", "C", "Nb", "C", "N", "C", "O", "O", "C", "O", "O", "C", "O", "O", "H", "H", "H", "H", "H", "H", "H", "H", "H", "H", "H", "H", "H", "H", "H", "H", "H", "Cu"],
  "xyz": [[-3.4596, -0.8928, -0.5555], [-2.7692, 0.2796, -0.2985], [-2.2053, 0.8411, -1.4678], [-0.8178, 0.2788, -1.8845], [-0.2138, -0.8154, -0.9578], [1.3873, -0.1250, 0.5122], [2.1499, -2.2778, 0.5970], [3.0257, 0.4071, 1.7167], [0.6294, 2.0555, 0.5207], [-0.7032, 2.2862, 1.0564], [-0.6285, 2.5969, 2.4303], [2.7287, 0.2746, -1.3592], [2.4691, 1.3191, -1.9988], [3.6254, -0.5097, -1.6103], [0.1336, -0.6920, 2.3472], [0.6437, -0.7433, 3.4799], [-1.0553, -0.9165, 2.1011], [-4.5420, -0.7285, -0.6639], [-3.3399, -1.6023, 0.2679], [-3.0625, -1.3796, -1.5008], [-2.1378, 1.9103, -1.2730], [-2.8869, 0.7535, -2.3264], [-0.1563, 1.1252, -2.0537], [-0.9474, -0.1812, -2.8731], [-0.9428, -1.4039, -0.3563], [0.2984, -1.5296, -1.6183], [1.2474, -2.8990, 0.7273], [2.6103, -2.5789, -0.3429], [2.7990, -2.4416, 1.4564], [3.1313, 1.4119, 1.7835], [2.9510, -0.0166, 2.6348], [1.3223, 2.6259, 1.1609], [0.7220, 2.5218, -0.4660], [-0.1364, 3.4287, 2.5041], [-1.8698, -2.3824, -1.6894]],
  "e_homo_ev": 1.00,
  "total_charge": -2,
  "total_energy_ev": -70572.06000,
  "spin_multiplicity": 1
}

=====

{
  "formula": "C8H17F2N2O8P2S",
  "method": "ωB97M-V/def2-TZVPD",
  "elements": ["C", "P", "C", "N", "S", "P", "N", "O", "O", "H", "H", "H", "H", "H", "H", "H", "H", "H", "H", "H", "C", "C", "O", "C", "O", "O", "F", "H", "H", "H", "C", "C", "O", "C", "O", "O", "F", "H", "H", "H"],
  "xyz": [[-0.1870, 2.9465, -0.2983], [0.6119, 1.5029, -1.2167], [-0.3535, -0.0846, -1.0073], [2.2981, 1.3948, -0.5235], [3.4823, 1.2700, -1.8419], [2.5347, 0.1679, 0.7487], [2.7920, -1.2985, 0.2421], [3.8181, 0.7417, 1.6629], [1.2010, 0.2445, 1.7736], [-0.5759, 3.6566, -1.0696], [-1.0179, 2.5597, 0.3367], [0.5798, 3.4585, 0.3493], [0.2120, -0.9430, -0.5784], [-1.2409, 0.1207, -0.3445], [-0.7923, -0.3521, -2.0047], [2.4792, 2.3138, -0.0749], [3.2326, 2.4503, -2.5328], [2.7473, -1.2976, -0.7823], [4.3029, -0.0212, 2.0203], [1.1222, 1.1953, 1.9889], [-1.6806, -2.8905, -5.4947], [-2.0857, -2.6189, -4.0764], [-1.3593, -1.4402, -3.7629], [-1.2025, -0.7742, -4.9431], [-0.8806, 0.3655, -5.0239], [-1.4661, -1.5738, -6.0046], [-1.6815, -3.6126, -3.2487], [-0.7521, -3.4622, -5.5621], [-2.4544, -3.4092, -6.0585], [-3.1545, -2.4383, -3.9386], [-0.3091, -0.4384, 4.9697], [-0.6364, 1.0253, 5.0252], [-2.0461, 1.0383, 4.9561], [-2.4594, -0.1375, 5.5146], [-3.5673, -0.3557, 5.8656], [-1.4316, -1.0227, 5.6222], [-0.1403, 1.6888, 3.9379], [-0.2474, -0.8145, 3.9451], [0.6173, -0.6807, 5.4895], [-0.3092, 1.5252, 5.9398]],
  "e_homo_ev": -12.66,
  "total_charge": 1,
  "total_energy_ev": -62772.59834,
  "spin_multiplicity": 1
}

=====

{
  "formula": "C8H17F4N3",
  "method": "ωB97M-V/def2-TZVPD",
  "elements": ["C", "C", "C", "C", "C", "C", "C", "C", "N", "N", "N", "F", "F", "F", "F", "H", "H", "H", "H", "H", "H", "H", "H", "H", "H", "H", "H", "H", "H", "H", "H", "H"],
  "xyz": [[-0.2495, -0.1693, -0.1033], [-2.2785, -0.2891, 0.7519], [-0.3068, -0.4658, 2.2512], [-1.0437, -2.3461, 0.7163], [2.0079, 0.8656, 0.4571], [0.6666, 1.1128, -1.7907], [2.9232, -0.4027, 0.3246], [0.0504, 2.5323, -1.5971], [-1.8159, -0.8471, -1.9046], [0.7303, 0.5094, -0.4073], [-0.9308, -0.8101, 0.9379], [2.2185, -1.5056, 0.7551], [-1.0862, 2.3590, -0.9495], [-1.9816, 0.3349, -2.4836], [-0.9641, -1.5115, -2.6356], [-2.6869, -0.3074, 1.7637], [-2.4022, 0.7781, 0.3127], [-3.0371, -0.8825, 0.1842], [0.6584, -0.9895, 2.6333], [-0.1605, 0.5850, 2.2770], [-1.0552, -0.7521, 3.1026], [-1.4362, -2.5505, -0.2472], [-0.1155, -2.9136, 0.7021], [-1.6046, -2.6696, 1.5349], [1.8321, 1.1239, 1.5346], [2.5598, 1.7252, 0.1626], [0.2594, 0.4238, -2.5490], [1.7471, 1.4579, -2.0287], [3.9222, -0.2369, 0.8897], [3.1860, -0.3576, -0.7063], [-0.3530, 2.8786, -2.5700], [0.7465, 3.3205, -1.3187]],
  "relative_energy_kcal_mol": 98.7,
  "e_homo_ev": [-18.45, -18.51],
  "total_charge": 2,
  "total_energy_ev": -23884.30983,
  "spin_multiplicity": 1
}

=====

{
  "formula": "C8H17FN",
  "method": "ωB97M-V/def2-TZVPD",
  "elements": ["C", "C", "C", "C", "C", "C", "C", "C", "N", "F", "H", "H", "H", "H", "H", "H", "H", "H", "H", "H", "H", "H", "H", "H", "H", "H", "H"],
  "xyz": [[0.4308, 1.7215, 2.5424], [0.7832, 0.4312, 1.8886], [0.0261, 1.7330, -0.8332], [1.1596, 0.0250, -2.3060], [-1.2597, -0.2592, -1.6373], [0.1916, -1.8316, 0.8376], [-0.0777, -0.4207, 1.2442], [-0.0537, 0.4830, -1.5513], [-0.9968, -2.3369, 0.1929], [-1.3723, -0.0555, 1.1556], [0.6771, 1.5870, 3.7014], [-0.6440, 1.8646, 2.4930], [1.8425, 0.1628, 2.1238], [-0.1894, 2.6208, -1.5202], [0.9733, 2.0488, -0.5144], [-0.8271, 1.7782, -0.0391], [1.3072, -1.0200, -2.1100], [2.0876, 0.4684, -1.9521], [1.1256, 0.1253, -3.3963], [0.8719, 2.6672, 2.1610], [-2.0835, 0.3361, -1.2870], [-1.5086, -0.9297, -2.5346], [0.3890, -2.3889, 1.7966], [0.9478, -1.9439, 0.1135], [-0.7207, -3.1373, -0.3529], [-1.2409, -1.2153, -0.8947], [-1.8388, -2.5139, 0.6785]],
  "relative_energy_kcal_mol": 69.0,
  "e_homo_ev": -12.60,
  "total_charge": 1,
  "total_energy_ev": -12769.86972,
  "spin_multiplicity": 1
}

=====

{
  "formula": "C8H17FN",
  "method": "ωB97M-V/def2-TZVPD",
  "elements": ["C", "C", "C", "C", "C", "C", "C", "C", "N", "F", "H", "H", "H", "H", "H", "H", "H", "H", "H", "H", "H", "H", "H", "H", "H", "H", "H"],
  "xyz": [[0.8020, 1.1634, -0.1776], [-1.6559, 0.3745, 0.3916], [0.7510, 1.7718, -1.4425], [-4.1478, 0.2715, 0.7951], [1.7776, -2.0797, -1.0885], [2.5907, 0.5082, 1.1643], [-2.7339, -0.1307, 1.2331], [1.1046, -1.2094, 0.0124], [1.8048, 0.1500, -0.0695], [-2.0780, 0.9408, -0.7912], [1.3261, 2.7164, -1.2804], [1.3213, 1.2198, -2.4207], [-0.2166, 2.0544, -1.7931], [-4.2524, 1.3465, 0.6552], [-4.4074, -0.2296, -0.2012], [-5.0835, -0.0050, 1.4594], [1.9027, -1.7186, -2.0388], [2.8676, -2.2103, -0.7110], [1.2793, -3.0716, -1.2440], [3.2462, 1.3144, 0.9180], [1.8544, 0.6188, 1.9407], [3.3588, -0.1833, 1.5575], [-2.6788, -1.2447, 1.1342], [-2.5596, 0.2280, 2.2337], [1.3429, -1.7079, 0.9007], [0.0608, -0.9422, -0.1962], [2.4232, 0.0544, -0.9413]],
  "relative_energy_kcal_mol": 195.1,
  "e_homo_ev": -11.82,
  "total_charge": 1,
  "total_energy_ev": -12764.39913,
  "spin_multiplicity": 1
}

=====

{
  "formula": "C8H17IN3",
  "method": "ωB97M-V/def2-TZVPD",
  "elements": ["C", "C", "C", "C", "C", "C", "C", "C", "N", "N", "N", "I", "H", "H", "H", "H", "H", "H", "H", "H", "H", "H", "H", "H", "H", "H", "H", "H", "H"],
  "xyz": [[-0.2851, 0.3149, -1.7246], [-1.6992, 1.1434, -0.0479], [-1.2398, -0.1724, -0.6186], [0.3020, 1.5359, -1.1329], [0.1418, -0.1325, 1.1785], [1.2020, -2.5926, -0.6052], [-0.5240, 3.2237, 0.3654], [-0.2053, -2.3459, -0.0314], [-0.6794, 2.0927, -0.3678], [-0.3738, -0.9434, 0.3060], [1.0035, -0.9101, 2.2168], [2.2969, 1.1968, 0.2595], [0.4617, -0.4003, -2.0901], [-0.8576, 0.5955, -2.6280], [-2.6515, 1.4744, -0.5455], [-1.8929, 1.1123, 1.0683], [-1.9683, -0.9362, -0.8461], [0.7803, 2.2911, -1.7338], [1.9586, -2.1703, 0.0191], [1.4706, -3.7374, -0.6220], [1.4135, -2.3931, -1.6153], [0.0483, 3.9833, -0.1959], [-1.3777, 3.6575, 0.7838], [0.1266, 2.8651, 1.2703], [-0.8865, -2.7028, -0.7576], [-0.3425, -2.9285, 0.9088], [1.8743, -1.1005, 1.6558], [0.6158, -1.7313, 2.5545], [1.2878, -0.2894, 2.9758]],
  "relative_energy_kcal_mol": 28.2,
  "e_homo_ev": -11.37,
  "total_charge": 1,
  "total_energy_ev": -21133.10238,
  "spin_multiplicity": 1
}

=====

Repeat the second record exactly.
{
  "formula": "C8H17F2N2O8P2S",
  "method": "ωB97M-V/def2-TZVPD",
  "elements": ["C", "P", "C", "N", "S", "P", "N", "O", "O", "H", "H", "H", "H", "H", "H", "H", "H", "H", "H", "H", "C", "C", "O", "C", "O", "O", "F", "H", "H", "H", "C", "C", "O", "C", "O", "O", "F", "H", "H", "H"],
  "xyz": [[-0.1870, 2.9465, -0.2983], [0.6119, 1.5029, -1.2167], [-0.3535, -0.0846, -1.0073], [2.2981, 1.3948, -0.5235], [3.4823, 1.2700, -1.8419], [2.5347, 0.1679, 0.7487], [2.7920, -1.2985, 0.2421], [3.8181, 0.7417, 1.6629], [1.2010, 0.2445, 1.7736], [-0.5759, 3.6566, -1.0696], [-1.0179, 2.5597, 0.3367], [0.5798, 3.4585, 0.3493], [0.2120, -0.9430, -0.5784], [-1.2409, 0.1207, -0.3445], [-0.7923, -0.3521, -2.0047], [2.4792, 2.3138, -0.0749], [3.2326, 2.4503, -2.5328], [2.7473, -1.2976, -0.7823], [4.3029, -0.0212, 2.0203], [1.1222, 1.1953, 1.9889], [-1.6806, -2.8905, -5.4947], [-2.0857, -2.6189, -4.0764], [-1.3593, -1.4402, -3.7629], [-1.2025, -0.7742, -4.9431], [-0.8806, 0.3655, -5.0239], [-1.4661, -1.5738, -6.0046], [-1.6815, -3.6126, -3.2487], [-0.7521, -3.4622, -5.5621], [-2.4544, -3.4092, -6.0585], [-3.1545, -2.4383, -3.9386], [-0.3091, -0.4384, 4.9697], [-0.6364, 1.0253, 5.0252], [-2.0461, 1.0383, 4.9561], [-2.4594, -0.1375, 5.5146], [-3.5673, -0.3557, 5.8656], [-1.4316, -1.0227, 5.6222], [-0.1403, 1.6888, 3.9379], [-0.2474, -0.8145, 3.9451], [0.6173, -0.6807, 5.4895], [-0.3092, 1.5252, 5.9398]],
  "e_homo_ev": -12.66,
  "total_charge": 1,
  "total_energy_ev": -62772.59834,
  "spin_multiplicity": 1
}